{
  "formula": "C48H49BiF3N5O11",
  "method": "ωB97M-V/def2-TZVPD",
  "charge": -2,
  "spin_multiplicity": 1,
  "max_force_ev_per_a": 0.65,
  "orbital_gap_ev": 5.86,
  "species": ["Bi", "C", "C", "C", "C", "C", "C", "C", "C", "C", "C", "C", "C", "N", "C", "O", "C", "C", "C", "C", "C", "N", "C", "O", "N", "C", "C", "C", "C", "C", "C", "C", "C", "C", "C", "C", "C", "H", "H", "H", "H", "H", "H", "H", "H", "H", "H", "H", "H", "H", "H", "H", "H", "H", "H", "H", "H", "H", "H", "H", "H", "H", "H", "H", "H", "H", "H", "H", "H", "H", "H", "H", "H", "H", "C", "O", "C", "C", "C", "C", "C", "C", "O", "C", "O", "C", "H", "H", "H", "H", "H", "H", "H", "H", "H", "F", "C", "F", "F", "O", "C", "O", "C", "C", "C", "C", "C", "C", "N", "O", "O", "N", "O", "O", "H", "H", "H"],
  "coordinates": [[-0.5766, -0.3116, 0.1454], [2.4943, -3.2617, 3.9829], [1.3328, -2.6079, 3.2248], [0.2931, -2.0433, 4.2081], [0.7002, -3.6004, 2.2586], [0.3326, -4.8508, 2.7408], [-0.2209, -5.8099, 1.9061], [-0.4023, -5.5257, 0.5647], [-0.0588, -4.2829, 0.0400], [-0.2294, -4.0118, -1.4414], [0.7941, -4.8194, -2.2465], [-1.6535, -4.3006, -1.9207], [0.4782, -3.3148, 0.8956], [0.8233, -2.0234, 0.3717], [2.1094, -1.8495, -0.0364], [2.9478, -2.7319, -0.1805], [2.5150, -0.3990, -0.2067], [3.7206, -0.0061, -0.7499], [3.9822, 1.3582, -0.8213], [3.0847, 2.2723, -0.2861], [1.9296, 1.7950, 0.3168], [1.6710, 0.4909, 0.3069], [1.1396, 2.6782, 1.2908], [1.4248, 3.8827, 1.3098], [0.3714, 1.9799, 2.1239], [0.2345, 2.4356, 3.4492], [1.3922, 2.4814, 4.2878], [1.2874, 2.9114, 5.6059], [0.0689, 3.2621, 6.1604], [-1.0616, 3.1762, 5.3662], [-1.0100, 2.7833, 4.0301], [-2.3173, 2.8252, 3.2585], [-2.7191, 1.4586, 2.7017], [-2.2660, 3.8847, 2.1535], [2.7688, 2.0590, 3.7930], [3.4791, 1.1307, 4.7836], [3.6542, 3.2731, 3.4834], [3.0718, -2.5047, 4.5146], [3.1612, -3.7838, 3.2917], [2.1280, -3.9831, 4.7197], [1.7346, -1.7748, 2.6485], [-0.0815, -2.8403, 4.8602], [-0.5521, -1.6210, 3.6680], [0.7247, -1.2552, 4.8305], [0.4901, -5.0865, 3.7886], [-0.4936, -6.7828, 2.2992], [-0.8173, -6.2831, -0.0929], [-0.0372, -2.9598, -1.6264], [0.6105, -5.8947, -2.1442], [1.8058, -4.6041, -1.8948], [0.7254, -4.5503, -3.3050], [-1.8860, -5.3703, -1.8763], [-1.7617, -3.9593, -2.9535], [-2.3784, -3.7565, -1.3129], [4.4137, -0.7573, -1.1039], [4.9069, 1.7053, -1.2672], [3.2528, 3.3402, -0.2872], [2.1841, 2.9719, 6.2178], [-0.0001, 3.5932, 7.1909], [-2.0259, 3.4530, 5.7836], [-3.0894, 3.1253, 3.9749], [-1.9724, 1.1360, 1.9811], [-3.6845, 1.5122, 2.1919], [-2.7739, 0.7075, 3.5002], [-1.4801, 3.6617, 1.4350], [-2.0644, 4.8711, 2.5845], [-3.2070, 3.9210, 1.6034], [2.6305, 1.4917, 2.8762], [3.8230, 1.6702, 5.6723], [4.3535, 0.6698, 4.3119], [2.8079, 0.3394, 5.1133], [3.8716, 3.8293, 4.4025], [3.1427, 3.9412, 2.7894], [4.6022, 2.9571, 3.0331], [-6.2274, 0.1829, -3.6051], [-6.7146, -0.4158, -2.4100], [-5.7777, -0.8250, -1.5242], [-6.2665, -1.1473, -0.2357], [-5.3804, -1.5280, 0.7238], [-3.9838, -1.5859, 0.4924], [-3.1076, -2.0587, 1.5304], [-3.6767, -2.8121, 2.7200], [-1.8764, -1.9136, 1.5368], [-3.4863, -1.2497, -0.8112], [-2.2429, -1.2846, -1.1528], [-4.4426, -0.9112, -1.8079], [-7.1004, 0.5476, -4.1392], [-5.6949, -0.5338, -4.2306], [-5.5572, 1.0154, -3.3758], [-7.3291, -1.0630, -0.0455], [-5.7578, -1.7356, 1.7182], [-4.4903, -3.4764, 2.4346], [-4.0474, -2.0922, 3.4556], [-2.8640, -3.3816, 3.1673], [-4.0433, -0.6676, -2.7837], [-2.8371, 3.3006, -2.7364], [-2.4584, 3.0597, -1.3707], [-3.0195, 1.7418, -1.2292], [-1.0801, 2.6903, -1.5932], [-0.2340, -1.6291, -3.5546], [-0.2041, -0.5181, -3.0613], [0.2825, -0.1990, -1.8919], [-0.6444, 0.6650, -3.8875], [-1.7663, 0.5629, -4.6842], [-2.1688, 1.6564, -5.4344], [-1.4456, 2.8299, -5.4491], [-0.3054, 2.8891, -4.6799], [0.0863, 1.8412, -3.8694], [0.5271, 4.0951, -4.7476], [1.5586, 4.1125, -4.1100], [0.1536, 5.0114, -5.4568], [-3.3591, 1.5559, -6.2779], [-3.9614, 0.5018, -6.2971], [-3.6861, 2.5247, -6.9317], [-2.3268, -0.3607, -4.7153], [-1.7531, 3.6717, -6.0453], [0.9564, 1.9446, -3.2388]],
  "atomic_forces_ev_per_a": [[-0.5294, 0.1947, -0.3254], [0.0124, 0.0547, -0.1124], [-0.1406, -0.1144, 0.0324], [0.1202, -0.0516, -0.1616], [-0.0186, 0.1819, -0.1804], [-0.0606, -0.0533, -0.0150], [0.0093, 0.0180, 0.0066], [-0.0789, -0.0066, 0.0028], [0.0196, 0.0905, -0.0463], [-0.1040, -0.2108, 0.1137], [0.0234, 0.1310, -0.0227], [0.0246, 0.0412, 0.0284], [0.2110, -0.1229, -0.0460], [0.2184, -0.1674, 0.3616], [-0.1299, -0.0588, 0.1143], [-0.0718, 0.1003, 0.0162], [-0.1081, 0.1438, 0.0936], [0.1100, -0.0193, -0.0898], [-0.0538, -0.0160, 0.0229], [0.0131, 0.0168, -0.1283], [0.0486, -0.0474, 0.2819], [0.2182, -0.0952, -0.1678], [-0.2059, 0.0650, 0.3861], [0.1031, -0.0664, -0.0664], [0.1632, -0.2615, 0.0899], [0.1634, 0.2268, -0.0087], [-0.1413, -0.0344, -0.1421], [-0.0160, -0.0082, -0.0083], [-0.0218, -0.0157, -0.0227], [0.0194, 0.0233, -0.0094], [0.0149, -0.0080, 0.0143], [0.1822, -0.0361, -0.2511], [-0.0215, -0.0142, 0.1324], [-0.0208, 0.0064, 0.1205], [0.0113, 0.1485, 0.1223], [0.0217, 0.0054, -0.0398], [-0.0879, 0.0300, -0.0793], [0.0163, 0.0421, 0.0655], [-0.0215, 0.0464, 0.0557], [0.0438, 0.0321, -0.0415], [-0.0117, 0.0438, -0.0618], [0.0075, 0.0463, -0.0257], [-0.0660, 0.0313, -0.0099], [0.0321, -0.0463, 0.0009], [-0.0171, 0.0260, -0.0425], [-0.0108, 0.0063, 0.0090], [0.0165, 0.0444, 0.0147], [0.0182, 0.0053, -0.0465], [0.0059, 0.0229, -0.0037], [-0.0291, -0.0261, -0.0365], [0.0047, -0.0263, 0.0734], [0.0139, 0.0236, -0.0217], [-0.0042, -0.0329, 0.0533], [0.0145, -0.0659, -0.0531], [-0.0368, 0.0249, -0.0068], [-0.0238, 0.0121, -0.0154], [0.0382, -0.0239, 0.0409], [-0.0571, -0.0351, -0.0593], [0.0053, -0.0061, -0.0272], [0.0142, -0.0242, -0.0302], [-0.0056, -0.0086, 0.0301], [-0.0632, 0.0148, 0.0152], [0.0379, -0.0084, -0.0068], [0.0028, 0.0578, -0.0875], [-0.0215, 0.0292, -0.0491], [-0.0047, -0.0719, -0.0441], [0.0121, 0.0036, -0.0435], [-0.0640, -0.0376, -0.1351], [-0.0109, -0.0354, -0.0699], [-0.0379, 0.0512, 0.0453], [-0.0213, -0.1319, 0.0357], [0.0155, -0.0663, -0.0227], [0.0577, -0.0163, 0.0205], [-0.0222, 0.0184, 0.0691], [0.0070, 0.0668, -0.0180], [-0.0383, 0.0792, -0.1731], [0.0844, -0.0452, 0.2516], [-0.1233, 0.0064, -0.0828], [0.0521, 0.0629, 0.0526], [0.0749, -0.0537, -0.1599], [-0.0860, -0.0991, 0.1930], [0.0210, 0.0749, -0.0895], [0.0926, 0.1975, -0.0064], [-0.1452, -0.0595, 0.0474], [0.2074, 0.0911, 0.1945], [0.2308, -0.0011, -0.1174], [-0.0237, 0.0001, -0.0049], [-0.0114, -0.0678, -0.0306], [-0.0101, -0.0090, 0.0213], [0.0562, 0.0138, 0.0260], [0.0350, -0.0759, -0.0325], [-0.0089, 0.0100, 0.0314], [-0.0091, -0.0353, -0.0147], [-0.0062, 0.0192, 0.0113], [0.0023, 0.0473, 0.1201], [0.0148, 0.0481, 0.1059], [-0.0544, -0.2227, -0.4336], [0.1742, 0.0376, 0.1602], [-0.0870, -0.0309, 0.3091], [-0.1358, 0.0464, 0.0549], [0.2813, 0.0200, 0.1247], [-0.2221, -0.1304, -0.2395], [-0.0005, -0.0223, 0.1076], [-0.2833, -0.1298, -0.1311], [0.3512, -0.0652, 0.1680], [-0.1159, 0.2671, -0.1947], [-0.0273, -0.2774, -0.0498], [0.1660, 0.1853, 0.0899], [0.0343, 0.1660, 0.1025], [0.0619, -0.1027, 0.0525], [-0.1216, -0.0009, -0.0925], [-0.0507, 0.0317, 0.0130], [-0.1018, -0.3137, 0.1132], [0.0203, 0.2816, -0.1189], [0.0302, 0.0008, 0.0101], [-0.0332, 0.0333, -0.0282], [-0.0266, -0.0343, 0.0519]],
  "mulliken_charge": [3.97, -1.73, 1.53, -1.29, 0.95, -0.52, -1.61, -0.33, 0.59, 2.81, -1.95, -1.66, -0.79, 0.64, -0.08, -0.78, -0.28, -0.56, -0.86, -1.00, 0.40, 1.35, -0.73, -0.85, 1.01, -0.41, 0.58, -0.54, -1.36, -1.01, 0.78, 0.54, -1.62, -1.52, 2.03, -1.74, -1.75, 0.40, 0.40, 0.35, -0.37, 0.31, 0.05, 0.33, 0.28, 0.33, 0.38, -1.52, 0.35, 0.41, 0.43, 0.38, 0.35, 0.31, 0.58, 0.42, 0.61, 0.22, 0.34, 0.33, 0.57, -0.33, 0.47, 0.43, 0.10, 0.40, 0.47, -0.75, 0.37, 0.42, 0.36, 0.38, 0.39, 0.36, -0.74, -0.53, 1.22, -1.14, -1.10, 0.18, 0.93, -2.26, 0.22, -0.65, -0.07, -0.43, 0.31, 0.33, 0.28, 0.41, 0.41, 0.46, 0.40, 0.32, 0.13, -0.21, -1.24, 0.24, 0.18, -0.74, -0.44, -0.20, 0.69, -0.27, -0.30, -0.60, -0.23, -0.32, 1.10, -0.64, -0.67, 1.12, -0.65, -0.67, 0.52, 0.60, 0.53]
}